--- A ---
Computed, not measured: a cluster of 2 separate species, C6H14O in total, with the ωB97M-V functional and the def2-TZVPD basis.

Each line ends with the natural charge from an NBO analysis.
CARTESIAN COORDINATES (ANGSTROEM)
C 0.787 1.218 -2.239  -0.87
C -0.571 1.251 0.452  0.21
C -0.225 2.275 1.450  -0.79
C 0.081 -0.056 0.755  -0.62
C -0.526 -1.242 0.015  0.10
C 0.196 -2.549 0.302  -0.63
O -1.869 -1.325 0.447  -0.71
H 0.595 1.831 -3.121  0.22
H 0.788 0.161 -2.517  0.20
H 1.773 1.470 -1.845  0.20
H -0.028 1.390 -1.517  0.24
H -0.356 3.310 1.114  0.23
H 0.704 2.159 2.034  0.19
H -1.067 2.080 2.143  0.28
H 0.075 -0.255 1.840  0.22
H 1.150 0.052 0.485  0.25
H -0.480 -1.039 -1.064  0.16
H 0.154 -2.770 1.373  0.21
H 1.240 -2.493 -0.025  0.21
H -0.284 -3.377 -0.235  0.20
H -2.252 -2.098 -0.016  0.47

**Highest occupied orbital energy**: -8.02 eV
**LUMO**: 0.45 eV
**2S+1**: 1

***

--- B ---
Computed, not measured: a cluster of 2 separate species, C6H14O in total, with the ωB97M-V functional and the def2-TZVPD basis.

Each line ends with the natural charge from an NBO analysis.
CARTESIAN COORDINATES (ANGSTROEM)
C -1.863 -0.265 0.027  -0.41
C -1.774 1.210 0.389  -0.40
C -0.315 1.405 0.750  -0.41
C 0.428 0.762 -0.411  -0.41
C -0.646 -0.486 -0.883  -0.46
H -2.816 -0.521 -0.449  0.21
H -1.790 -0.883 0.933  0.20
H -1.971 1.796 -0.519  0.19
H -2.468 1.515 1.169  0.21
H -0.070 0.870 1.681  0.20
H -0.034 2.452 0.898  0.21
H 0.454 1.383 -1.302  0.20
H 1.485 0.692 -0.107  0.25
H -0.464 -1.585 -0.929  0.22
H -0.893 -0.252 -1.921  0.21
C 2.633 -1.359 -0.887  -0.26
O 1.790 -1.355 0.237  -0.76
H 2.122 -1.118 -1.835  0.16
H 3.053 -2.360 -0.965  0.18
H 3.445 -0.631 -0.762  0.17
H 0.904 -1.178 -0.097  0.49

**Highest occupied orbital energy**: -9.67 eV
**LUMO**: 1.07 eV
**2S+1**: 1

***

The winner here is B, beating the second structure by 2.187 eV.

***

--- A ---
Computed, not measured: a cluster of 2 separate species, C6H14O in total, with the ωB97M-V functional and the def2-TZVPD basis.

Each line ends with the natural charge from an NBO analysis.
CARTESIAN COORDINATES (ANGSTROEM)
C -0.092 -1.866 0.623  -0.44
C 0.526 -0.993 -0.221  0.07
C 1.193 -1.492 -1.560  -0.65
C 0.625 0.443 0.218  -0.44
C -0.024 1.371 -0.806  -0.40
C 0.160 2.821 -0.257  -0.61
H -0.343 -2.816 0.150  0.20
H -0.405 -1.643 1.602  0.18
H 0.924 -2.545 -1.734  0.22
H 1.042 -0.824 -2.358  0.22
H 2.191 -1.545 -1.707  0.23
H 1.687 0.802 0.305  0.20
H 0.248 0.722 1.161  0.21
H -1.085 1.058 -0.808  0.20
H 0.373 1.414 -1.870  0.21
H 0.688 3.469 -1.075  0.20
H 0.751 2.922 0.593  0.20
H -0.730 3.327 0.040  0.21
O -2.906 -1.727 2.853  -0.92
H -2.583 -0.775 2.661  0.46
H -2.240 -2.123 2.190  0.46

**Highest occupied orbital energy**: -9.43 eV
**LUMO**: 0.75 eV
**2S+1**: 1

***

--- B ---
Computed, not measured: a cluster of 2 separate species, C6H14O in total, with the ωB97M-V functional and the def2-TZVPD basis.

Each line ends with the natural charge from an NBO analysis.
CARTESIAN COORDINATES (ANGSTROEM)
C -1.312 -1.398 -1.041  -0.66
C -0.636 -1.411 0.303  -0.17
C 0.608 -1.026 0.593  -0.20
C 1.631 -0.469 -0.355  0.05
C 1.919 0.999 -0.045  -0.63
O 2.803 -1.256 -0.182  -0.71
H -2.024 -2.226 -1.125  0.22
H -0.604 -1.483 -1.869  0.21
H -1.884 -0.472 -1.182  0.22
H -1.255 -1.755 1.131  0.20
H 0.955 -1.094 1.625  0.21
H 1.271 -0.550 -1.392  0.16
H 2.296 1.090 0.979  0.21
H 1.014 1.609 -0.140  0.22
H 2.675 1.405 -0.731  0.20
H 3.489 -0.878 -0.747  0.46
C -2.189 1.782 0.835  -0.86
H -3.164 1.293 0.762  0.21
H -2.008 2.365 -0.072  0.21
H -2.183 2.447 1.702  0.21
H -1.403 1.030 0.951  0.22

**Highest occupied orbital energy**: -9.41 eV
**LUMO**: 0.96 eV
**2S+1**: 1

***

The winner here is B, beating the second structure by 1.380 eV.

***

--- A ---
Computed, not measured: a structure of composition C6H14O, with the ωB97M-V functional and the def2-TZVPD basis.

Each line ends with the natural charge from an NBO analysis.
CARTESIAN COORDINATES (ANGSTROEM)
C 3.185 1.069 0.696  -0.60
C 1.770 0.857 1.226  -0.39
C 0.790 0.431 0.134  -0.38
C -0.623 0.169 0.668  -0.46
C -1.587 -0.178 -0.418  0.12
O -2.415 -1.155 -0.204  -0.35
C -3.253 -1.626 -1.112  -0.22
H 3.873 1.367 1.494  0.21
H 3.205 1.850 -0.073  0.20
H 3.576 0.150 0.244  0.20
H 1.782 0.093 2.016  0.19
H 1.409 1.780 1.700  0.19
H 0.750 1.208 -0.643  0.19
H 1.155 -0.478 -0.362  0.20
H -0.966 1.060 1.218  0.21
H -0.605 -0.657 1.389  0.22
H -1.851 0.540 -1.194  0.17
H -1.029 -1.323 -2.014  -0.04
H -3.657 -0.920 -1.833  0.16
H -3.858 -2.444 -0.744  0.18
H -1.651 -1.792 -2.189  0.00

**Highest occupied orbital energy (spin up / spin down)**: -7.35 / -7.35 eV
**LUMO (spin up / spin down)**: 0.92 / 0.92 eV
**2S+1**: 1

***

--- B ---
Computed, not measured: a cluster of 2 separate species, C6H14O in total, with the ωB97M-V functional and the def2-TZVPD basis.

Each line ends with the natural charge from an NBO analysis.
CARTESIAN COORDINATES (ANGSTROEM)
C 2.069 -1.072 1.385  -0.64
C 1.752 -0.426 0.076  -0.21
C 0.687 0.336 -0.219  0.05
C 0.053 0.278 -1.592  -0.63
C -0.005 1.193 0.797  -0.45
C 0.496 2.639 0.684  -0.60
H 3.138 -1.213 1.552  0.21
H 1.646 -2.068 1.453  0.22
H 1.780 -0.477 2.248  0.21
H 2.093 -0.976 -0.807  0.18
H -0.748 -0.461 -1.539  0.21
H -0.432 1.218 -1.828  0.21
H 0.803 -0.048 -2.304  0.22
H -1.093 1.222 0.698  0.20
H 0.171 0.853 1.811  0.21
H -0.200 3.321 1.177  0.20
H 1.441 2.745 1.224  0.21
H 0.716 2.996 -0.321  0.21
O -4.722 -3.737 -1.531  -0.94
H -4.071 -3.034 -1.440  0.47
H -5.574 -3.292 -1.525  0.47

**Highest occupied orbital energy**: -8.74 eV
**LUMO**: 0.65 eV
**2S+1**: 1

***

The winner here is B, beating the second structure by 3.286 eV.

***

--- A ---
Computed, not measured: a structure of composition C6H14O, with the ωB97M-V functional and the def2-TZVPD basis.

Each line ends with the natural charge from an NBO analysis.
CARTESIAN COORDINATES (ANGSTROEM)
C 0.470 -0.563 -0.356  0.37
C 0.195 0.982 1.417  -0.04
C 1.589 0.040 -1.197  -0.67
C 0.536 -2.100 -0.408  -0.64
C -1.024 0.414 -1.055  -0.68
C -1.478 0.920 1.639  -0.65
O 0.591 -0.277 1.008  -0.56
H 0.661 1.206 2.377  0.19
H 0.417 1.754 0.679  0.16
H 1.278 0.097 -2.239  0.22
H 2.499 -0.559 -1.140  0.21
H 1.836 1.046 -0.863  0.21
H -0.068 -2.528 0.388  0.22
H 0.192 -2.478 -1.369  0.21
H 1.567 -2.423 -0.263  0.22
H -0.508 1.312 -1.379  0.19
H -2.009 0.690 -0.700  0.21
H -1.262 -0.201 -1.921  0.20
H -2.130 0.273 1.064  0.22
H -1.837 1.945 1.697  0.20
H -1.514 0.451 2.621  0.20

**Highest occupied orbital energy**: -9.17 eV
**LUMO**: 0.97 eV
**2S+1**: 1

***

--- B ---
Computed, not measured: a cluster of 2 separate species, C6H14O in total, with the ωB97M-V functional and the def2-TZVPD basis.

Each line ends with the natural charge from an NBO analysis.
CARTESIAN COORDINATES (ANGSTROEM)
C 2.400 0.249 -1.142  -0.41
C 1.185 0.048 -0.642  0.04
C 0.552 1.299 0.040  -0.43
C 0.223 0.922 1.490  -0.64
C 0.421 -1.231 -0.667  -0.45
C -1.083 -1.032 -1.023  -0.61
H 2.821 1.242 -1.226  0.19
H 3.101 -0.510 -1.430  0.19
H -0.316 1.504 -0.580  0.20
H 1.253 2.162 -0.069  0.22
H 0.916 1.319 2.245  0.22
H 0.097 -0.154 1.594  0.20
H -0.574 1.578 1.864  0.23
H 0.433 -1.615 0.368  0.20
H 0.905 -2.004 -1.236  0.23
H -1.604 -1.364 -0.140  0.18
H -1.473 -1.710 -1.790  0.23
H -1.343 -0.050 -1.403  0.22
O -2.990 -0.049 1.182  -0.94
H -2.365 -0.411 0.540  0.46
H -2.561 -0.193 2.027  0.46

**Highest occupied orbital energy**: -9.25 eV
**LUMO**: 0.86 eV
**2S+1**: 1

***

--- C ---
Computed, not measured: a cluster of 2 separate species, C6H14O in total, with the ωB97M-V functional and the def2-TZVPD basis.

Each line ends with the natural charge from an NBO analysis.
CARTESIAN COORDINATES (ANGSTROEM)
C -1.902 -0.214 -0.007  -0.40
C -1.870 1.245 0.443  -0.40
C -0.386 1.489 0.704  -0.40
C 0.294 0.816 -0.494  -0.43
C -0.665 -0.348 -0.908  -0.41
H -2.823 -0.493 -0.522  0.21
H -1.809 -0.871 0.864  0.20
H -2.194 1.885 -0.386  0.19
H -2.511 1.452 1.303  0.21
H -0.085 0.987 1.633  0.20
H -0.112 2.544 0.799  0.21
H 0.379 1.519 -1.328  0.20
H 1.307 0.523 -0.224  0.23
H -0.277 -1.370 -0.838  0.18
H -0.937 -0.250 -1.959  0.21
C 2.750 -1.471 -0.866  -0.26
O 1.980 -1.516 0.313  -0.73
H 2.182 -1.135 -1.745  0.17
H 3.156 -2.463 -1.082  0.17
H 3.573 -0.768 -0.715  0.17
H 1.061 -1.431 0.043  0.47

**Highest occupied orbital energy**: -10.17 eV
**LUMO**: 1.05 eV
**2S+1**: 1

***

The winner here is C, beating the second structure by 1.011 eV.